A 2-piece molecular cluster, C4H14NOS2 overall in a non-equilibrium geometry, computed with ωB97M-V/def2-TZVPD.

Results
gap between HOMO and LUMO = 9.204 eV
E = -29576.4560 eV
relative energy (zero: lowest compared OMol25 entry of this formula, charge and spin) = 21.1 kcal per mole
largest force on an atom = 2.648 eV/Å
total charge = +1

Each line ends with the natural charge from an NBO analysis.
Positions of all 22 atoms, in Å:
1 N 0.930 -0.078 -0.670  -0.715
2 C -0.429 -0.584 -1.380  -0.039
3 C -0.070 -1.735 -2.268  -0.665
4 C -1.365 -0.831 -0.261  -0.593
5 S -2.056 0.667 0.597  0.114
6 S -1.080 2.275 0.118  0.110
7 C -0.157 2.690 1.615  -0.797
8 H 0.802 0.376 0.249  0.479
9 H 1.350 -1.005 -0.525  0.428
10 H 1.510 0.385 -1.369  0.443
11 H -0.774 0.191 -2.096  0.248
12 H 0.207 -2.616 -1.671  0.225
13 H 0.634 -1.454 -3.072  0.245
14 H -0.920 -2.022 -2.914  0.271
15 H -2.231 -1.444 -0.574  0.272
16 H -1.000 -1.485 0.589  0.230
17 H -0.824 3.295 2.211  0.242
18 H 0.718 3.356 1.536  0.250
19 H 0.230 1.846 2.162  0.242
20 H 2.234 -0.611 2.773  0.494
21 H 0.829 -0.920 2.668  0.482
22 O 1.462 -0.297 2.281  -0.966

***

C38H98HgN5O14 as an isolated structure in a non-equilibrium geometry, computed with ωB97M-V/def2-TZVPD.

Results
gap between HOMO and LUMO = 1.409 eV
E = -81262.0714 eV
largest force on an atom = 3.302 eV/Å
total charge = +1

Each line ends with the Löwdin charge.
Positions of all 156 atoms, in Å:
1 Hg 5.867 1.565 1.014  0.747
2 C -0.502 0.247 1.061  -0.071
3 C 0.539 -0.795 1.471  -0.304
4 O 1.810 -0.626 0.906  0.045
5 H -0.699 0.125 -0.004  0.081
6 H -0.280 1.278 1.336  0.084
7 H -1.474 0.049 1.513  0.081
8 H 0.194 -1.763 1.108  0.162
9 H 0.566 -0.878 2.558  0.134
10 C 9.354 -3.200 -2.032  -0.061
11 O 9.373 -3.155 -0.566  -0.183
12 C 8.110 -3.197 -0.017  -0.290
13 C 8.061 -2.771 1.404  -0.211
14 N 8.450 -1.357 1.516  -0.024
15 C 8.722 -1.020 2.925  -0.203
16 C 7.522 -0.944 3.871  -0.249
17 O 6.571 0.024 3.495  -0.348
18 C 5.545 0.224 4.524  -0.084
19 H 9.260 -4.171 -2.518  0.087
20 H 10.342 -2.842 -2.321  0.086
21 H 8.626 -2.511 -2.461  0.081
22 H 7.644 -4.153 -0.254  0.132
23 H 7.592 -2.444 -0.611  0.110
24 H 8.695 -3.479 1.939  0.129
25 H 7.071 -2.949 1.826  0.122
26 H 9.313 -1.297 0.995  0.107
27 H 9.183 -0.033 2.875  0.118
28 H 9.478 -1.637 3.410  0.122
29 H 7.961 -0.820 4.861  0.126
30 H 7.054 -1.927 3.924  0.117
31 H 4.964 -0.662 4.780  0.087
32 H 4.859 1.002 4.190  0.066
33 H 6.022 0.539 5.453  0.088
34 C -5.978 -5.570 -2.383  -0.147
35 O -7.347 -5.716 -2.195  -0.185
36 C -7.941 -4.405 -2.243  -0.223
37 C -9.157 -4.424 -1.334  -0.204
38 N -10.188 -5.293 -1.987  -0.040
39 C -11.258 -5.531 -1.017  -0.219
40 C -12.132 -6.696 -1.433  -0.229
41 O -11.347 -7.872 -1.567  -0.193
42 C -12.042 -9.056 -1.747  -0.124
43 H -5.565 -6.566 -2.540  0.089
44 H -5.514 -5.069 -1.533  0.087
45 H -5.744 -5.069 -3.322  0.086
46 H -8.183 -4.182 -3.282  0.128
47 H -7.308 -3.629 -1.812  0.112
48 H -9.537 -3.412 -1.190  0.118
49 H -8.821 -4.830 -0.380  0.116
50 H -9.679 -6.159 -2.087  0.090
51 H -11.878 -4.650 -0.847  0.123
52 H -10.787 -5.865 -0.092  0.113
53 H -12.705 -6.481 -2.335  0.121
54 H -12.936 -6.844 -0.712  0.116
55 H -11.360 -9.906 -1.756  0.090
56 H -12.524 -8.990 -2.723  0.089
57 H -12.770 -9.221 -0.954  0.086
58 C -6.842 5.553 -1.650  -0.102
59 O -6.015 4.464 -2.042  -0.187
60 C -5.477 4.540 -3.323  -0.258
61 C -4.746 3.248 -3.491  -0.228
62 N -4.449 3.051 -4.923  -0.034
63 C -3.572 1.874 -4.916  -0.235
64 C -3.198 1.426 -6.325  -0.215
65 O -4.338 1.221 -7.162  -0.179
66 C -4.044 0.673 -8.373  -0.157
67 H -6.977 5.444 -0.574  0.084
68 H -7.868 5.527 -2.016  0.083
69 H -6.422 6.539 -1.850  0.086
70 H -4.811 5.381 -3.518  0.125
71 H -6.286 4.695 -4.037  0.125
72 H -5.373 2.417 -3.168  0.120
73 H -3.881 3.202 -2.829  0.122
74 H -5.325 2.697 -5.280  0.108
75 H -4.120 1.039 -4.480  0.115
76 H -2.631 1.967 -4.374  0.119
77 H -2.594 0.528 -6.198  0.117
78 H -2.610 2.221 -6.784  0.123
79 H -3.342 -0.159 -8.313  0.086
80 H -3.698 1.362 -9.144  0.088
81 H -4.995 0.283 -8.734  0.092
82 C 8.327 4.339 -5.983  -0.104
83 O 7.578 3.880 -4.894  -0.198
84 C 6.698 2.827 -5.265  -0.232
85 C 6.366 2.167 -3.952  -0.193
86 N 5.810 3.187 -3.027  -0.006
87 C 4.401 3.559 -3.369  -0.164
88 C 3.837 4.656 -2.421  -0.166
89 O 4.265 4.285 -1.056  -0.284
90 C 3.816 5.266 -0.064  -0.098
91 H 7.719 4.641 -6.836  0.090
92 H 8.978 3.528 -6.311  0.092
93 H 8.894 5.238 -5.745  0.094
94 H 7.144 2.060 -5.898  0.128
95 H 5.805 3.175 -5.784  0.120
96 H 7.311 1.778 -3.572  0.120
97 H 5.700 1.323 -4.128  0.121
98 H 6.462 3.916 -3.278  0.092
99 H 3.810 2.644 -3.335  0.120
100 H 4.349 4.010 -4.360  0.110
101 H 2.753 4.542 -2.418  0.117
102 H 4.174 5.663 -2.666  0.121
103 H 4.259 6.237 -0.285  0.081
104 H 4.175 5.043 0.940  0.070
105 H 2.731 5.360 -0.020  0.082
106 C 1.488 10.313 6.742  -0.096
107 O 0.231 9.674 6.870  -0.206
108 C -0.666 9.973 5.808  -0.202
109 C -1.892 9.033 6.053  -0.233
110 N -1.564 7.661 5.923  -0.095
111 C -2.585 6.809 6.435  -0.226
112 C -2.187 5.344 6.429  -0.188
113 O -3.259 4.524 6.973  -0.204
114 C -2.942 3.153 7.150  -0.119
115 H 1.989 10.044 7.672  0.091
116 H 1.283 11.384 6.753  0.087
117 H 2.001 9.976 5.841  0.088
118 H -0.316 9.705 4.811  0.115
119 H -0.935 11.016 5.640  0.118
120 H -2.635 9.246 5.285  0.116
121 H -2.423 9.193 6.991  0.114
122 H -0.672 7.601 6.392  0.107
123 H -3.450 6.999 5.798  0.128
124 H -2.844 7.158 7.435  0.121
125 H -1.357 5.244 7.127  0.118
126 H -1.914 5.006 5.429  0.121
127 H -2.900 2.759 6.135  0.077
128 H -3.706 2.692 7.775  0.090
129 H -1.951 2.937 7.550  0.078
130 C 3.240 -3.887 -6.907  -0.078
131 C 2.902 -4.000 -5.408  -0.331
132 O 2.347 -2.794 -4.973  -0.091
133 H 2.380 -3.924 -7.575  0.072
134 H 3.752 -4.776 -7.276  0.068
135 H 3.871 -3.026 -7.125  0.072
136 H 3.743 -4.188 -4.740  0.106
137 H 2.167 -4.790 -5.249  0.105
138 H 2.248 -2.817 -4.018  0.077
139 C 1.276 -8.345 1.005  -0.087
140 C 2.621 -7.692 1.275  -0.357
141 O 2.999 -6.878 0.218  -0.064
142 H 0.982 -8.494 -0.034  0.078
143 H 0.526 -7.638 1.360  0.060
144 H 1.017 -9.186 1.648  0.073
145 H 3.399 -8.416 1.514  0.109
146 H 2.579 -7.112 2.197  0.106
147 H 2.624 -6.024 0.446  0.081
148 C 1.395 -4.994 8.075  -0.090
149 C 0.039 -5.585 8.432  -0.333
150 O -0.905 -4.539 8.706  -0.079
151 H 1.216 -4.379 7.193  0.068
152 H 2.211 -5.704 7.938  0.075
153 H 1.657 -4.344 8.909  0.073
154 H 0.172 -6.293 9.251  0.103
155 H -0.335 -6.246 7.650  0.101
156 H -1.757 -4.870 8.999  0.081

***

BeH16O8 as an isolated structure in a non-equilibrium geometry, computed with ωB97M-V/def2-TZVPD.

Results
gap between HOMO and LUMO = 11.630 eV
E = -17023.3768 eV
relative energy (zero: lowest compared OMol25 entry of this formula, charge and spin) = 52.6 kcal per mole
largest force on an atom = 5.402 eV/Å
total charge = +2

Each line ends with the natural charge from an NBO analysis.
Positions of all 25 atoms, in Å:
1 Be -0.818 -10.548 -8.928  1.688
2 O 0.131 -10.594 -10.577  -0.963
3 H 0.848 -11.226 -10.522  0.493
4 H -0.285 -10.775 -11.420  0.509
5 O -0.768 -11.229 -6.955  -0.969
6 H -0.633 -12.132 -6.667  0.505
7 H -1.103 -10.777 -6.180  0.502
8 O -2.325 -10.761 -9.805  -0.990
9 H -3.149 -10.429 -9.449  0.534
10 H -2.587 -11.453 -10.412  0.503
11 O 0.544 -9.234 -8.523  -0.959
12 H 1.475 -9.447 -8.583  0.507
13 H 0.450 -8.426 -9.028  0.482
14 O -0.933 -12.390 -9.059  -0.978
15 H -1.697 -12.763 -9.500  0.495
16 H -0.334 -13.128 -8.952  0.517
17 O 0.849 -11.398 -8.555  -0.975
18 H 1.201 -11.616 -7.692  0.529
19 H 1.483 -11.761 -9.173  0.483
20 O -0.983 -8.970 -9.943  -0.965
21 H -0.853 -8.044 -9.742  0.490
22 H -0.768 -9.047 -10.872  0.515
23 O -2.030 -9.626 -7.903  -0.988
24 H -2.435 -9.879 -7.074  0.517
25 H -2.409 -8.771 -8.105  0.520

***

A 2-piece molecular cluster, CH5O2P2 overall in a non-equilibrium geometry, computed with ωB97M-V/def2-TZVPD.

Results
gap between HOMO and LUMO = 7.070 eV
E = -23790.7993 eV
relative energy (zero: lowest compared OMol25 entry of this formula, charge and spin) = 61.7 kcal per mole
largest force on an atom = 3.764 eV/Å
total charge = -1

Each line ends with the natural charge from an NBO analysis.
Positions of all 10 atoms, in Å:
1 C -0.485 0.585 0.506  -1.018
2 O -0.983 -0.689 -1.719  -1.199
3 O 1.317 1.374 -3.433  -1.064
4 P -1.234 -0.893 -0.211  0.925
5 P 1.453 0.436 -2.320  1.107
6 H -1.259 1.346 0.240  0.202
7 H 0.440 1.007 0.025  0.213
8 H -0.450 0.718 1.690  0.195
9 H -0.067 -1.685 0.140  -0.200
10 H 1.201 -0.947 -2.783  -0.160